{
  "formula": "C8H19NO",
  "method": "ωB97M-V/def2-TZVPD",
  "symbols": ["C", "C", "N", "C", "O", "H", "H", "H", "H", "H", "H", "H", "C", "C", "C", "C", "C", "H", "H", "H", "H", "H", "H", "H", "H", "H", "H", "H", "H"],
  "positions_angstrom": [[1.386, 1.312, 0.295], [2.720, 1.718, -0.335], [0.290, 1.727, -0.580], [1.379, -0.208, 0.501], [1.778, -0.974, -0.391], [1.317, 1.772, 1.291], [-0.597, 1.599, -0.108], [0.389, 2.702, -0.836], [1.587, -0.531, 1.530], [2.770, 2.800, -0.465], [3.556, 1.405, 0.291], [2.822, 1.241, -1.309], [-1.404, -1.418, -0.867], [-1.049, -0.820, 1.294], [-2.069, -0.245, -1.517], [-0.351, -2.099, -1.576], [-0.729, 0.119, 2.447], [-2.086, -2.093, -0.359], [-0.955, -1.850, 1.639], [-2.104, -0.652, 1.091], [-2.770, -0.619, -2.275], [-2.636, 0.363, -0.812], [-1.335, 0.361, -2.043], [0.650, -1.700, -1.137], [-0.300, -3.173, -1.397], [-0.262, -1.833, -2.629], [-0.698, 1.154, 2.095], [0.211, -0.114, 2.946], [-1.507, 0.057, 3.216]],
  "spin_multiplicity": 1,
  "max_force_ha_per_bohr": 0.0530,
  "e_lumo_ev": [0.7, 0.7],
  "de_lowest_kcal_mol": 125.8,
  "energy_ev": -12137.1557
}